(1)
19
Properties=species:S:1:pos:R:3 method="wB97M-V/def2-TZVPD" e_above_lowest_kj_mol=80.0
C 2.342 2.002 1.854
C 1.436 2.531 0.982
C 2.003 0.665 1.899
C 0.638 1.490 0.467
C -0.895 -0.909 -0.738
C -0.329 1.675 -0.592
C -1.006 0.330 -1.274
C -1.583 -3.336 -1.212
O -0.721 2.753 -0.971
O 0.999 0.407 1.101
O -1.651 -1.921 -1.321
I -2.491 0.737 -2.725
H 2.843 2.473 2.563
H 1.312 3.554 0.790
H 2.375 -0.304 2.422
H -0.422 -1.072 0.166
H -2.633 -3.603 -1.212
H -1.104 -3.618 -0.184
H -1.113 -3.854 -2.014

(2)
DFT (ωB97M-V/def2-TZVPD) results for a molecular structure, C43H63CoN4Si2 in a non-equilibrium geometry.

```
113
C43H63CoN4Si2 ωB97M-V/def2-TZVPD
Co -0.313 0.043 0.072
C 0.854 -2.101 -5.568
C -0.557 -1.589 -5.271
C -0.582 -0.658 -4.100
C -0.587 0.698 -4.106
C -0.663 1.618 -5.284
C -2.100 2.031 -5.609
C -0.599 1.109 -2.722
N -0.517 0.033 -1.887
C -0.562 -1.057 -2.712
C -0.706 -2.358 -2.286
C -0.803 -2.743 -0.965
C -1.102 -4.090 -0.544
C -1.244 -5.268 -1.455
C 0.118 -5.852 -1.838
C -1.138 -4.065 0.813
C -0.849 -2.705 1.200
C -0.677 -2.309 2.508
C -0.415 -1.015 2.904
N -0.389 0.060 2.065
C -0.267 1.144 2.882
C -0.395 2.453 2.467
C -0.636 2.836 1.166
N -0.583 2.007 0.082
C -0.789 2.822 -0.995
C -0.744 2.418 -2.312
C -1.030 4.186 -0.581
C -0.934 4.194 0.773
C -1.129 5.333 1.722
C -2.499 5.304 2.404
C -1.360 5.314 -1.505
C -2.816 5.284 -1.974
C -0.145 0.745 4.267
C -0.239 -0.610 4.280
C -0.257 -1.535 5.456
C -1.676 -1.872 5.920
C -0.028 1.684 5.426
C -1.377 2.254 5.871
N -0.666 -1.908 0.106
C -1.414 -5.190 1.758
C -2.825 -5.133 2.345
H 0.866 -2.733 -6.457
H 1.241 -2.681 -4.728
H 1.539 -1.267 -5.728
H -1.223 -2.436 -5.087
H -0.963 -1.081 -6.149
H -0.218 1.126 -6.151
H -0.054 2.507 -5.102
H -2.705 1.157 -5.854
H -2.132 2.719 -6.455
H -2.568 2.520 -4.752
H -0.787 -3.126 -3.043
H -1.789 -4.981 -2.357
H -1.854 -6.033 -0.970
H 0.734 -5.101 -2.337
H 0.011 -6.708 -2.506
H 0.661 -6.175 -0.947
H -0.752 -3.066 3.277
H -0.363 3.226 3.223
H -0.843 3.176 -3.076
H -1.015 6.274 1.180
H -0.337 5.325 2.476
H -3.297 5.379 1.664
H -2.606 6.130 3.108
H -2.647 4.369 2.947
H -0.690 5.293 -2.369
H -1.163 6.262 -0.999
H -3.047 4.345 -2.479
H -3.023 6.103 -2.664
H -3.494 5.373 -1.124
H 0.298 -1.080 6.279
H 0.277 -2.456 5.209
H -2.207 -0.970 6.226
H -1.661 -2.562 6.764
H -2.251 -2.330 5.113
H 0.652 2.501 5.173
H 0.435 1.159 6.264
H -1.868 2.789 5.056
H -1.255 2.944 6.706
H -2.049 1.455 6.185
H -0.675 -5.185 2.565
H -1.273 -6.139 1.235
H -2.991 -4.192 2.873
H -2.996 -5.952 3.045
H -3.573 -5.197 1.554
C 4.583 -1.571 0.276
Si 2.742 -1.641 -0.173
C 2.190 -3.109 0.863
C 2.719 -2.116 -1.989
C 1.889 0.007 0.188
Si 2.801 1.526 -0.475
C 4.649 1.453 -0.054
C 2.336 3.168 0.312
C 2.765 1.660 -2.347
H 4.921 -2.610 0.279
H 4.768 -1.166 1.273
H 5.208 -1.031 -0.437
H 2.980 -3.860 0.779
H 1.266 -3.574 0.537
H 2.097 -2.847 1.920
H 3.335 -3.010 -2.124
H 3.137 -1.328 -2.617
H 1.717 -2.335 -2.353
H 1.904 0.100 1.287
H 4.852 1.174 0.981
H 5.020 2.471 -0.196
H 5.233 0.805 -0.709
H 2.316 3.089 1.402
H 1.397 3.593 -0.023
H 3.128 3.874 0.051
H 3.210 0.775 -2.806
H 3.369 2.522 -2.645
H 1.766 1.785 -2.759
```

(3)
70
Properties=species:S:1:pos:R:3 method="wB97M-V/def2-TZVPD" charge=+3 multiplicity=4 e_above_lowest_kj_mol=34.5
Cr 23.353 -23.469 -11.096
O 22.028 -26.852 -14.271
H 21.854 -26.576 -15.171
H 21.858 -27.794 -14.271
O 23.400 -22.926 -8.500
H 24.013 -22.644 -7.821
H 22.750 -23.451 -8.033
O 23.062 -27.486 -11.205
H 22.772 -27.930 -12.002
H 23.694 -28.086 -10.812
O 23.468 -21.695 -15.234
H 24.373 -21.465 -15.024
H 23.196 -21.039 -15.876
O 24.055 -21.461 -10.698
H 24.287 -20.904 -11.441
H 24.664 -21.204 -10.005
O 21.052 -20.607 -8.938
H 21.120 -19.778 -9.412
H 21.793 -20.600 -8.333
O 22.554 -22.330 -12.743
H 22.991 -22.345 -13.595
H 21.984 -21.562 -12.780
O 27.813 -24.089 -9.301
H 28.016 -24.781 -8.672
H 28.658 -23.861 -9.689
O 24.778 -19.399 -12.804
H 25.355 -19.429 -13.566
H 25.199 -18.780 -12.207
O 25.080 -24.191 -10.196
H 25.213 -24.354 -9.262
H 25.850 -24.572 -10.618
O 22.596 -25.063 -9.960
H 22.090 -24.971 -9.153
H 22.735 -26.006 -10.049
O 19.525 -22.920 -14.223
H 18.588 -23.067 -14.099
H 19.590 -22.006 -14.502
O 25.187 -25.657 -7.557
H 25.349 -25.278 -6.693
H 24.636 -26.420 -7.384
O 25.813 -26.214 -11.998
H 26.634 -25.722 -12.021
H 26.071 -27.099 -11.738
O 18.774 -22.762 -9.554
H 18.178 -22.494 -10.253
H 18.939 -21.960 -9.059
O 22.253 -19.373 -12.495
H 21.790 -18.539 -12.574
H 23.171 -19.154 -12.658
O 25.474 -20.050 -8.934
H 25.535 -19.103 -8.809
H 26.054 -20.418 -8.268
O 25.205 -23.021 -12.575
H 25.943 -22.703 -12.054
H 25.523 -23.001 -13.478
O 21.497 -22.680 -10.268
H 21.341 -21.937 -9.686
H 20.634 -23.074 -10.392
O 20.729 -24.444 -12.293
H 20.364 -23.892 -12.984
H 20.068 -25.120 -12.150
O 23.446 -25.033 -12.515
H 24.249 -25.526 -12.686
H 22.747 -25.585 -12.865
O 21.606 -24.537 -7.356
H 20.823 -24.247 -6.888
H 21.668 -25.472 -7.164
O 27.192 -21.374 -11.339
H 27.226 -20.806 -10.569
H 28.021 -21.852 -11.322

(4)
19
Properties=species:S:1:pos:R:3 method="wB97M-V/def2-TZVPD" e_above_lowest_kj_mol=335.8
C 1.414 -0.987 -2.524
C 1.882 0.296 -2.216
C 0.441 -1.601 -1.702
C 1.321 1.103 -1.248
C -0.012 -0.883 -0.627
C 0.346 0.467 -0.477
C -0.930 -1.344 0.373
N -1.614 -0.098 0.968
Si -1.157 1.001 4.772
S -0.423 1.273 0.937
H 1.834 -1.546 -3.374
H 2.744 0.671 -2.886
H 0.198 -2.630 -1.695
H 1.762 2.120 -0.954
H -1.614 -2.110 0.055
H -0.275 -1.611 1.205
H -1.729 -0.310 1.913
H -1.995 0.007 4.013
H -2.316 1.894 4.940

no.,total energy (hartree)
1,-832.33293
2,-3857.23149
3,-2801.79602
4,-1014.42409